1.
Entry from the OMol25 dataset: the ion C5H6N2 with charge +2 (wB97M-V/def2-TZVPD).

As for the SMILES: C=[N+]1C[C@H]1C1=[N+]=C1. As for the spin multiplicity: 1. As for the net charge: +2. For the molecular weight, the calculation gives 94.12 g mol⁻¹.

Each line ends with the Löwdin charge.
Cartesian coordinates (Å):
1 N -1.127 -0.024 -0.018  0.03
2 H 0.260 0.872 -1.494  0.13
3 C 0.116 0.584 -0.533  0.00
4 C 1.605 0.090 -0.159  0.10
5 C -0.824 1.279 0.427  0.07
6 N 2.927 0.055 -0.389  0.38
7 H -1.454 2.198 0.099  0.21
8 H -2.690 -1.186 0.248  0.12
9 H -1.584 -1.752 -0.911  0.11
10 C -1.815 -1.055 -0.236  0.33
11 H -0.518 1.366 1.449  0.15
12 H 2.664 -1.609 1.064  0.14
13 C 2.441 -0.818 0.454  0.23



2.
Entry from the OMol25 dataset: an isolated molecule of C5H6N2O (wB97M-V/def2-TZVPD).

As for the SMILES: N#CC1=CNC[C@H]1O. As for the spin multiplicity: 1. As for the net charge: 0. For the molecular weight, the calculation gives 110.12 g mol⁻¹.

Each line ends with the natural charge from an NBO analysis.
Cartesian coordinates (Å):
1 C -2.421 0.005 -0.001  0.27
2 C -0.949 -0.179 -0.270  -0.28
3 C 1.253 0.028 0.199  -0.23
4 H -0.404 1.058 1.317  0.20
5 C -0.337 -1.538 -0.311  0.12
6 H -0.153 2.707 -0.710  0.49
7 C 0.016 0.761 0.397  0.04
8 O 0.531 2.064 -0.280  -0.77
9 H 1.602 0.215 -0.795  0.22
10 H 1.811 -1.868 -0.097  0.39
11 N -3.536 0.166 0.210  -0.34
12 H 2.241 0.517 0.884  0.22
13 N 0.910 -1.379 0.267  -0.58
14 H -0.564 -2.556 -0.811  0.25



3.
Entry from the OMol25 dataset: an isolated molecule of C5H6N2O (wB97M-V/def2-TZVPD).

As for the SMILES: O[C@H]1Cc2cn[nH]c21. As for the spin multiplicity: 1. As for the net charge: 0. For the molecular weight, the calculation gives 110.12 g mol⁻¹.

Each line ends with the natural charge from an NBO analysis.
Cartesian coordinates (Å):
1 N 1.191 1.059 0.194  -0.32
2 C 0.142 0.200 0.289  0.05
3 C -1.072 -1.349 -0.302  -0.41
4 N 1.685 1.111 -1.071  -0.24
5 C 1.029 0.181 -1.747  -0.06
6 H -0.227 -1.291 1.682  0.17
7 H 1.214 0.157 -2.872  0.22
8 C -0.696 -0.557 1.110  0.09
9 H -2.089 -1.521 -0.723  0.22
10 H -2.012 -0.698 2.453  0.47
11 H -0.580 -2.379 -0.488  0.20
12 O -1.752 0.024 1.848  -0.69
13 H 1.583 1.564 0.915  0.40
14 C -0.070 -0.345 -0.953  -0.11



4.
Entry from the OMol25 dataset: a structure of composition C5H6N2O (wB97M-V/def2-TZVPD).

As for the spin multiplicity: 1. As for the net charge: 0. For the molecular weight, the calculation gives 110.12 g mol⁻¹.

Each line ends with the natural charge from an NBO analysis.
Cartesian coordinates (Å):
1 H 2.885 -1.351 -0.667  0.48
2 C -1.748 0.894 -0.226  -0.13
3 C -2.165 -0.428 -0.081  -0.06
4 H -2.222 1.889 -0.833  0.23
5 H 1.639 -0.603 1.397  0.19
6 N -0.418 0.757 -0.297  -0.35
7 H 1.469 2.084 -0.202  0.25
8 O 2.478 -0.420 -0.661  -0.71
9 C 0.937 1.240 0.483  -0.24
10 H 0.993 1.295 1.708  0.23
11 N -1.233 -1.387 0.268  -0.42
12 C 1.407 -0.321 0.393  0.05
13 H -3.086 -0.846 -0.514  0.21
14 C -0.088 -0.499 0.197  0.28



5.
Entry from the OMol25 dataset: an isolated molecule of C5H6N2O (wB97M-V/def2-TZVPD).

As for the SMILES: C=C1C=CO/C1=N\N. As for the spin multiplicity: 1. As for the net charge: 0. For the molecular weight, the calculation gives 110.12 g mol⁻¹.

Each line ends with the natural charge from an NBO analysis.
Cartesian coordinates (Å):
1 N -1.682 0.359 0.212  -0.22
2 C 1.102 1.824 -0.208  -0.42
3 H 1.497 -2.700 0.055  0.19
4 N -2.850 -0.154 0.042  -0.60
5 C 0.933 0.474 0.047  -0.09
6 C -0.515 -0.211 -0.202  0.36
7 H -3.127 -1.126 -0.134  0.38
8 O -0.139 -1.664 -0.314  -0.48
9 C 1.846 -0.598 0.181  -0.38
10 H 2.905 -0.170 0.717  0.26
11 H -3.796 0.627 0.179  0.38
12 H 0.511 2.742 -0.521  0.23
13 H 2.216 2.339 -0.077  0.18
14 C 1.097 -1.742 0.021  0.19



6.
Entry from the OMol25 dataset: an isolated molecule of C5H6N2O (wB97M-V/def2-TZVPD).

As for the SMILES: NC1=CC(=O)[C@H]2N[C@@H]12. As for the spin multiplicity: 1. As for the net charge: 0. For the molecular weight, the calculation gives 110.12 g mol⁻¹.

Each line ends with the natural charge from an NBO analysis.
Cartesian coordinates (Å):
1 O -2.414 -0.856 -0.102  -0.54
2 C -0.015 -1.213 0.285  -0.45
3 N -0.150 1.694 0.649  -0.54
4 C 1.039 -0.462 0.012  0.26
5 H -1.251 1.618 -1.149  0.23
6 C 0.685 0.978 -0.290  -0.15
7 H -0.175 1.190 1.518  0.36
8 H 0.095 -2.246 0.507  0.23
9 N 2.378 -0.615 0.001  -0.78
10 H 1.390 1.656 -0.862  0.21
11 C -1.250 -0.472 -0.051  0.55
12 H 2.618 -1.646 -0.217  0.38
13 H 3.016 -0.083 -0.677  0.40
14 C -0.789 0.970 -0.432  -0.17



Sequential energy above the lowest of the compared OMol25 structures with the same formula, charge and spin output: 0.436 3.372 3.123 4.628 5.720 1.633 eV
Sequential LUMO energy output: -10.33 0.12 0.59 0.65 0.50 0.49 eV
Sequential maximum force output: 4.11 5.27 5.21 6.04 6.52 5.23 eV Å⁻¹